Entry 1:
ORCA calculation (the ωB97M-V functional and the def2-TZVPD basis) on C5H7O4Yb as an isolated structure.

Output
- Net charge: +3
- 2S+1: 3
- Highest occupied orbital energy (spin up / spin down): -20.91 / -22.69 eV
- ⟨S²⟩: 2.00
- F_max: 4.81 eV Å⁻¹

Cartesian coordinates (Å):
O  -0.562  0.208  -0.791
Yb  0.133  0.790  -2.925
C  -1.893  -0.130  -0.306
C  -1.657  -0.680  1.082
H  -1.640  0.158  1.791
H  -2.494  0.777  -0.409
H  -2.259  -1.087  -0.799
H  -2.430  -1.394  1.386
C  -0.161  -1.276  1.031
C  0.480  -0.452  -0.014
O  1.536  0.366  0.332
C  2.174  1.076  -0.576
O  1.839  1.165  -1.758
O  3.158  1.720  -0.046
H  -0.202  -2.326  0.709
H  0.357  -1.182  1.990
H  3.622  2.266  -0.699



Entry 2:
ORCA calculation (the ωB97M-V functional and the def2-TZVPD basis) on a 6-piece molecular cluster, C36H74N4O6S3 overall.

Output
- Net charge: 0
- Highest occupied orbital energy: -7.70 eV
- Energy above the lowest of the compared OMol25 structures with the same formula, charge and spin: 183.2 kcal per mole
- SMILES: CCOCCc1c(CCN)c(C)c(CCCSC(=S)N(CC)CC)c2nsnc12.CC(C)O.CC(C)O.CC(C)O.CC(C)O.CC(C)O
- F_max: 6.40 eV Å⁻¹

Cartesian coordinates (Å):
C  5.723  -1.485  4.958
C  4.687  -1.240  3.759
O  4.300  0.142  3.565
C  4.290  0.522  2.173
C  3.266  -0.301  1.246
C  1.773  0.270  1.211
C  0.984  0.482  -0.133
C  1.676  0.110  -1.549
C  2.841  1.133  -1.990
N  4.002  0.317  -2.529
C  -0.522  1.030  -0.107
C  -1.404  1.232  -1.444
C  -1.268  1.378  1.233
C  -2.775  1.919  1.296
C  -2.971  3.245  2.191
C  -4.438  3.102  2.895
S  -5.837  3.321  1.695
C  -6.335  1.656  0.974
S  -5.837  1.367  -0.623
N  -7.137  0.719  1.779
C  -8.607  1.007  1.673
C  -9.488  -0.153  0.998
C  -6.794  -0.711  1.521
C  -5.216  -0.999  1.839
C  -0.523  1.174  2.599
N  -1.002  1.382  3.956
S  0.236  0.954  5.087
N  1.377  0.509  3.902
C  0.964  0.626  2.531
H  6.659  -0.832  4.840
H  6.036  -2.599  4.902
H  5.192  -1.352  5.967
H  3.713  -1.814  4.027
H  5.065  -1.723  2.785
H  3.955  1.631  2.141
H  5.346  0.521  1.690
H  3.672  -0.217  0.163
H  3.198  -1.420  1.468
H  2.121  -0.950  -1.389
H  0.928  0.013  -2.407
H  2.536  1.818  -2.868
H  3.279  1.740  -1.118
H  3.866  0.101  -3.527
H  4.159  -0.527  -1.963
H  -1.061  0.587  -2.323
H  -2.467  0.855  -1.174
H  -1.495  2.329  -1.749
H  -3.232  2.130  0.272
H  -3.391  1.084  1.810
H  -2.162  3.416  2.978
H  -2.987  4.175  1.504
H  -4.514  2.123  3.510
H  -4.467  3.956  3.680
H  -8.789  1.962  1.046
H  -9.011  1.223  2.721
H  -10.584  0.187  0.858
H  -9.115  -0.479  -0.042
H  -9.548  -1.089  1.674
H  -6.928  -1.033  0.417
H  -7.364  -1.408  2.248
H  -4.539  -0.642  0.988
H  -5.131  -2.157  1.842
H  -4.906  -0.598  2.866
C  0.705  -3.556  -3.863
C  1.997  -4.133  -3.307
C  1.936  -5.650  -3.227
O  2.233  -3.600  -2.005
H  -0.144  -3.808  -3.220
H  0.758  -2.464  -3.903
H  0.505  -3.934  -4.869
H  2.837  -3.831  -3.939
H  1.130  -5.975  -2.562
H  2.867  -6.051  -2.815
H  1.773  -6.091  -4.214
H  1.495  -3.861  -1.437
C  -0.865  6.058  7.747
C  -1.400  5.353  6.510
C  -0.455  4.255  6.047
O  -1.574  6.303  5.461
H  0.098  6.534  7.539
H  -1.549  6.852  8.062
H  -0.737  5.358  8.576
H  -2.383  4.925  6.727
H  0.523  4.669  5.780
H  -0.846  3.765  5.151
H  -0.315  3.501  6.825
H  -0.709  6.688  5.261
C  3.611  6.425  -2.401
C  2.846  5.321  -1.686
C  2.954  5.461  -0.176
O  3.364  4.053  -2.083
H  4.676  6.386  -2.152
H  3.534  6.305  -3.485
H  3.225  7.411  -2.130
H  1.794  5.351  -1.984
H  3.997  5.388  0.149
H  2.410  4.655  0.324
H  2.549  6.419  0.162
H  4.295  4.016  -1.824
C  -2.030  -6.822  -0.675
C  -1.866  -7.100  -2.161
C  -2.847  -8.159  -2.637
O  -0.533  -7.537  -2.418
H  -1.835  -7.725  -0.085
H  -1.311  -6.067  -0.343
H  -3.039  -6.468  -0.447
H  -2.020  -6.176  -2.726
H  -2.681  -9.108  -2.116
H  -2.711  -8.357  -3.704
H  -3.880  -7.845  -2.469
H  -0.387  -8.355  -1.922
C  4.998  -2.598  -6.016
C  4.086  -1.604  -6.719
C  4.040  -1.859  -8.217
O  4.554  -0.279  -6.477
H  6.026  -2.515  -6.384
H  5.030  -2.396  -4.942
H  4.655  -3.625  -6.169
H  3.077  -1.674  -6.303
H  5.035  -1.749  -8.662
H  3.391  -1.131  -8.711
H  3.669  -2.864  -8.436
H  5.447  -0.207  -6.841



Entry 3:
ORCA calculation (the ωB97M-V functional and the def2-TZVPD basis) on C13H25CrO7 as an isolated structure.

Output
- Net charge: 0
- 2S+1: 6
- Highest occupied orbital energy (spin up / spin down): -7.51 / -7.79 eV
- ⟨S²⟩: 8.77
- F_max: 5.01 eV Å⁻¹

Cartesian coordinates (Å):
Cr  -0.767  -0.209  -0.325
C  3.292  -1.855  -1.137
C  2.200  -2.236  -0.184
C  2.949  -2.367  1.164
O  1.047  -1.475  -0.285
H  3.031  -1.778  -2.192
H  4.036  -2.639  -1.274
H  3.726  -0.898  -0.847
H  1.934  -3.211  -0.593
H  3.350  -1.398  1.460
H  3.634  -3.211  1.081
H  2.161  -2.631  1.870
C  -1.283  2.912  0.775
O  -0.531  1.809  0.326
H  -0.877  3.864  0.432
H  -2.323  2.851  0.455
H  -1.324  2.911  1.864
C  -3.836  -1.389  0.922
O  -2.665  -0.966  0.289
H  -3.920  -2.475  0.976
H  -4.054  -0.974  1.906
H  -4.710  -1.189  0.303
O  -0.421  0.281  -2.509
C  -0.955  0.805  -3.537
O  -1.237  0.030  -4.684
C  -1.972  0.731  -5.682
C  -1.754  2.246  -5.155
C  -1.512  2.133  -3.661
H  -3.027  0.470  -5.600
H  -1.537  0.641  -6.678
H  -2.567  2.933  -5.392
H  -0.879  2.626  -5.683
H  -2.507  2.126  -3.215
H  -0.890  2.878  -3.164
O  3.346  1.114  2.942
C  2.421  0.547  3.569
O  2.542  -0.221  4.686
C  1.295  -0.869  5.118
C  0.308  -0.489  4.018
C  1.007  0.542  3.091
H  0.932  -0.408  6.036
H  1.451  -1.940  5.246
H  -0.491  0.003  4.572
H  -0.093  -1.366  3.508
H  0.611  1.557  3.117
H  0.860  0.184  2.072



Entry 4:
ORCA calculation (the ωB97M-V functional and the def2-TZVPD basis) on C16H32IrN4SSi as an isolated structure.

Output
- Net charge: +1
- Highest occupied orbital energy (spin up / spin down): -11.00 / -11.00 eV
- F_max: 2.85 eV Å⁻¹

Cartesian coordinates (Å):
Ir  0.079  0.386  0.308
C  -0.124  0.995  3.599
N  0.094  -0.181  2.758
C  1.332  -0.832  3.188
C  -1.054  -1.092  2.865
C  -1.013  -2.211  1.827
N  -1.061  -1.709  0.443
C  -0.384  -2.661  -0.440
C  -2.455  -1.568  0.013
H  -0.247  0.711  4.650
H  -1.011  1.536  3.278
H  0.732  1.661  3.517
H  1.218  -1.273  4.184
H  2.130  -0.095  3.231
H  1.634  -1.607  2.487
H  -1.966  -0.502  2.738
H  -1.085  -1.549  3.867
H  -1.857  -2.887  2.012
H  -0.095  -2.784  1.964
H  -0.825  -3.660  -0.350
H  0.674  -2.718  -0.190
H  -0.472  -2.337  -1.475
H  -2.964  -2.538  0.030
H  -2.495  -1.180  -1.003
H  -2.991  -0.884  0.666
C  -0.544  3.936  0.688
Si  -1.415  2.306  0.128
C  -2.025  2.692  -1.673
C  -3.072  2.220  1.143
H  -1.206  4.769  0.468
H  0.388  4.107  0.162
H  -0.327  3.954  1.749
H  -2.767  3.484  -1.609
H  -2.495  1.848  -2.169
H  -1.221  3.053  -2.306
H  -3.488  3.223  1.190
H  -2.956  1.874  2.166
H  -3.809  1.586  0.659
N  0.428  0.351  -2.232
C  1.441  -0.394  -2.894
C  1.113  -1.404  -3.790
C  2.111  -2.088  -4.460
C  3.441  -1.785  -4.226
C  3.771  -0.792  -3.317
C  2.779  -0.095  -2.658
H  -0.472  0.202  -2.679
H  0.650  1.342  -2.252
H  0.076  -1.644  -3.980
H  1.850  -2.849  -5.177
H  4.218  -2.317  -4.752
H  4.806  -0.555  -3.132
H  3.030  0.683  -1.955
S  4.640  0.232  1.427
C  3.174  0.425  0.870
N  2.087  0.610  0.445



Entry 5:
ORCA calculation (the ωB97M-V functional and the def2-TZVPD basis) on C13H14CuN4O4S as an isolated structure.

Output
- Net charge: 0
- 2S+1: 2
- Highest occupied orbital energy (spin up / spin down): -8.72 / -8.68 eV
- ⟨S²⟩: 0.75
- F_max: 0.54 eV Å⁻¹

Cartesian coordinates (Å):
Cu  -0.100  -0.022  -0.223
N  2.008  0.018  -0.121
N  2.322  1.342  -0.427
C  1.298  2.281  -0.667
O  1.626  3.413  -0.939
O  0.096  1.781  -0.641
H  2.331  -0.242  0.806
H  2.400  -0.621  -0.805
H  3.276  1.655  -0.403
C  -1.942  0.518  -6.672
C  -2.299  0.467  -5.209
C  -1.766  1.385  -4.308
C  -2.105  1.351  -2.965
C  -2.987  0.375  -2.521
C  -3.537  -0.552  -3.397
C  -3.187  -0.499  -4.737
S  -3.354  0.293  -0.800
O  -4.489  -0.572  -0.624
O  -3.363  1.624  -0.288
N  -2.022  -0.423  -0.194
C  -1.809  -1.771  -0.131
C  -2.705  -2.855  -0.149
C  -2.182  -4.120  -0.029
C  -0.803  -4.326  0.117
C  0.010  -3.223  0.131
N  -0.478  -1.982  0.006
H  -1.200  1.290  -6.873
H  -2.826  0.733  -7.276
H  -1.541  -0.439  -7.011
H  -1.081  2.146  -4.665
H  -1.695  2.067  -2.261
H  -4.241  -1.287  -3.027
H  -3.617  -1.214  -5.431
H  -3.763  -2.669  -0.238
H  -2.849  -4.973  -0.036
H  -0.386  -5.317  0.219
H  1.084  -3.311  0.243



Entry 6:
ORCA calculation (the ωB97M-V functional and the def2-TZVPD basis) on C7H17Cl3N2O4Y as an isolated structure.

Output
- Net charge: 0
- 2S+1: 2
- Highest occupied orbital energy (spin up / spin down): -5.62 / -9.05 eV
- ⟨S²⟩: 0.75
- F_max: 4.15 eV Å⁻¹

Cartesian coordinates (Å):
Y  3.637  0.550  -0.440
O  3.309  -1.569  -1.368
H  2.362  -1.711  -1.178
O  1.969  -0.199  0.841
H  1.106  -0.369  1.266
C  1.062  2.662  -0.175
O  2.280  2.539  -0.292
N  0.167  2.858  -1.172
C  0.677  3.525  -2.372
C  -1.272  2.917  -0.974
H  0.514  2.447  0.756
H  0.651  2.851  -3.229
H  1.705  3.880  -2.316
H  0.275  4.511  -2.603
H  -1.707  2.026  -1.426
H  -1.433  2.944  0.104
H  -1.745  3.875  -1.187
C  -1.588  -1.191  0.169
O  -2.770  -0.853  0.353
N  -1.232  -2.391  -0.386
C  0.104  -2.844  -0.358
C  -2.252  -3.281  -0.870
H  -0.720  -0.566  0.429
H  0.861  -2.080  -0.182
H  0.243  -3.261  -1.355
H  0.221  -3.563  0.453
H  -3.243  -2.831  -0.937
H  -1.957  -3.804  -1.780
H  -2.213  -4.077  -0.127
C  0.237  -0.652  3.990
Cl  -1.039  0.343  3.272
Cl  -0.295  -2.179  4.756
Cl  1.084  0.383  5.090
H  1.002  -0.889  3.251



Entry 7:
ORCA calculation (the ωB97M-V functional and the def2-TZVPD basis) on a single C3HF6P molecule.

Output
- Net charge: 0
- Highest occupied orbital energy: -9.46 eV
- Energy above the lowest of the compared OMol25 structures with the same formula, charge and spin: 39.9 kcal per mole
- SMILES: FC=P(F)(F)C(F)=C(F)F
- F_max: 3.35 eV Å⁻¹

Cartesian coordinates (Å):
C  -0.150  -0.884  -0.710
C  0.271  1.080  1.067
C  -0.579  -1.435  0.425
F  -0.841  -1.227  -1.806
F  0.916  2.274  1.377
F  -1.596  -2.269  0.397
F  0.026  -1.492  1.559
F  0.108  1.176  -2.081
F  2.152  0.744  -0.912
P  0.568  0.776  -0.624
H  -0.874  1.256  1.307



Looking at E for the records above, in order, we have -1653.07623, -3280.72708, -2081.30296, -1639.64470, -3062.45061, -2106.24864, -1055.38691 Eh.